No. 1
A molecular structure, C46H39ClIrN4O4P2S at a distorted geometry. Source: the OMol25 dataset; level of theory: ωB97M-V/def2-TZVPD.

Results
HOMO level (alpha / beta): -12.669 / -14.226 eV
HOMO-LUMO gap (alpha / beta): 6.62 / 5.86 eV
⟨S²⟩: 8.89

Structure (ORCA input):
```
! wB97M-V def2-TZVPD RIJCOSX def2/J DEFGRID3
* xyz 2 6
Ir 0.349 0.339 -0.248
Cl -2.373 1.835 0.755
C -3.560 1.031 -0.211
C -4.740 1.676 -0.519
C -5.705 0.991 -1.245
C -5.486 -0.317 -1.643
C -4.290 -0.950 -1.339
C -3.307 -0.283 -0.613
P -1.722 -1.056 -0.172
C -1.761 -1.301 1.612
C -2.842 -1.722 2.332
C -2.728 -2.022 3.698
C -1.484 -1.889 4.351
C -0.396 -1.393 3.711
C -0.422 -1.076 2.254
C -1.832 -2.696 -0.920
C -1.974 -3.846 -0.147
C -2.106 -5.077 -0.774
C -2.070 -5.162 -2.159
C -1.897 -4.019 -2.928
C -1.772 -2.784 -2.312
H -4.909 2.692 -0.190
H -6.633 1.490 -1.491
H -6.248 -0.850 -2.195
H -4.121 -1.972 -1.653
H -3.798 -1.838 1.835
H -3.594 -2.360 4.248
H -1.417 -2.150 5.400
H 0.558 -1.319 4.221
H 0.269 -1.796 1.774
H -2.007 -3.782 0.932
H -2.238 -5.970 -0.178
H -2.166 -6.127 -2.639
H -1.865 -4.093 -4.006
H -1.637 -1.886 -2.905
O 3.017 -0.175 -3.171
S 2.372 0.528 -2.119
O 0.875 0.662 -2.274
O 2.569 -0.014 -0.742
C 3.048 2.153 -1.989
C 4.265 2.448 -2.577
C 4.840 3.687 -2.338
C 4.208 4.600 -1.505
C 2.993 4.290 -0.911
C 2.404 3.052 -1.150
P 0.783 2.693 -0.390
C -0.307 3.780 -1.332
C -1.377 4.472 -0.761
C -2.143 5.321 -1.543
C -1.856 5.481 -2.892
C -0.804 4.782 -3.466
C -0.038 3.925 -2.696
C 1.060 3.202 1.299
C 1.737 2.105 2.110
C 2.550 2.683 3.230
C 2.365 3.952 3.664
C 1.414 4.807 3.059
C 0.832 4.438 1.837
H 4.740 1.707 -3.206
H 5.783 3.942 -2.801
H 4.664 5.561 -1.313
H 2.502 5.008 -0.267
H -1.603 4.371 0.290
H -2.965 5.863 -1.096
H -2.454 6.151 -3.496
H -0.573 4.905 -4.516
H 0.765 3.363 -3.153
H 2.380 1.487 1.472
H 3.292 2.039 3.684
H 2.956 4.327 4.489
H 1.208 5.776 3.491
H 0.271 5.177 1.278
O 0.829 -2.196 -0.064
C 1.861 -2.783 -0.431
C 2.242 -3.011 -1.861
C 2.356 -4.544 -2.063
C 1.405 -5.375 -1.169
C 1.941 -5.747 0.227
C 1.980 -4.552 1.189
N 2.632 -3.441 0.480
H 3.178 -2.514 -2.109
H 1.470 -2.582 -2.499
H 3.385 -4.872 -1.898
H 2.129 -4.753 -3.108
H 1.178 -6.307 -1.688
H 0.459 -4.839 -1.056
H 2.951 -6.155 0.127
H 1.315 -6.530 0.660
H 2.533 -4.792 2.096
H 0.972 -4.238 1.463
H 3.523 -3.733 0.099
N 0.186 0.212 1.750
C 0.593 1.170 2.578
C -0.094 1.479 3.794
C 0.473 2.016 4.971
N 0.823 2.327 6.026
C -1.508 1.408 3.840
N -2.658 1.485 3.810
*
```

These are the Löwdin partial charges, in e, on atoms 1 to 8: 1.16, 0.82, -0.60, -0.07, -0.04, -0.04, -0.05, -0.35

=====

No. 2
A gas-phase ion, C15H12F2N3O5S (charge -1) at a distorted geometry. Source: the OMol25 dataset; level of theory: ωB97M-V/def2-TZVPD.

Results
HOMO level: -3.112 eV
SMILES: CN1C(=O)C([C@H]2C=CC=C3C(=O)N(SC(F)F)C([O-])=C32)C(=O)N(C)C1=O
HOMO-LUMO gap: 5.28 eV

Structure (ORCA input):
```
! wB97M-V def2-TZVPD RIJCOSX def2/J DEFGRID3
* xyz -1 1
C -2.466 -3.754 0.572
N -1.630 -2.708 -0.014
C -1.553 -1.444 0.607
O -2.060 -1.210 1.706
C -0.938 -0.318 -0.173
C 0.343 0.271 0.416
C 1.574 -0.556 0.416
C 2.793 0.090 0.390
C 2.886 1.513 0.253
C 1.718 2.187 -0.114
C 1.259 3.608 0.027
O 1.924 4.613 0.094
N -0.207 3.520 0.110
S -0.916 2.517 1.645
C -0.932 4.124 2.464
F -1.653 3.871 3.650
F 0.338 4.587 2.854
C -0.450 2.423 -0.818
O -1.282 2.428 -1.700
C 0.630 1.428 -0.435
C -0.455 -0.842 -1.508
O -0.461 -0.209 -2.549
N 0.130 -2.116 -1.426
C 1.003 -2.521 -2.504
C -0.653 -3.162 -0.915
O -0.488 -4.333 -1.240
H -2.111 -4.707 0.165
H -2.409 -3.749 1.659
H -3.516 -3.571 0.314
H -1.706 0.449 -0.341
H 0.168 0.616 1.474
H 1.476 -1.642 0.548
H 3.712 -0.489 0.503
H 3.809 2.090 0.295
H -1.469 4.897 1.839
H 1.494 -3.424 -2.142
H 0.411 -2.771 -3.385
H 1.689 -1.708 -2.737
*
```

These are the Löwdin partial charges, in e, on atoms 1 to 8: -0.02, 0.03, -0.33, 0.09, -0.10, -0.33, -0.07, -0.12

=====

No. 3
A single C5H5NO2 molecule at a distorted geometry. Source: the OMol25 dataset; level of theory: ωB97M-V/def2-TZVPD.

Results
HOMO level: -9.875 eV
SMILES: O=C1CC(=O)[C@@H]2N[C@H]12
HOMO-LUMO gap: 9.79 eV

Structure (ORCA input):
```
! wB97M-V def2-TZVPD RIJCOSX def2/J DEFGRID3
* xyz 0 1
O 0.656 2.457 0.983
C 0.069 1.412 0.497
C -0.578 0.244 1.327
C -0.799 -1.089 0.428
O -1.505 -2.151 0.492
C -0.036 -0.708 -0.895
N 1.318 -0.333 -0.598
C 0.265 0.707 -0.950
H -1.445 0.438 2.028
H 0.288 -0.400 1.826
H -0.158 -1.083 -1.799
H 1.635 -0.791 -1.469
H 0.289 1.298 -1.868
*
```

These are the Löwdin partial charges, in e, on atoms 1 to 8: 0.03, -0.21, -0.01, -0.23, 0.03, -0.25, 0.10, -0.12